No. 1
16
Properties=species:S:1:pos:R:3 method="wB97M-V/def2-TZVPD" total_charge=0 orbital_gap_ev=10.57 e_homo_ha=-0.3513 energy_ev=-7393.8136 relative_energy_ev=0.952
C 0.011 0.219 -1.561
C 0.228 -0.167 -0.106
C 1.663 -0.522 0.218
C -0.494 0.804 0.843
C -1.565 -0.282 0.869
O -0.676 -1.238 0.275
H 0.363 -0.565 -2.238
H 0.541 1.152 -1.782
H -1.057 0.382 -1.749
H 2.034 -1.301 -0.458
H 1.734 -0.894 1.244
H 2.301 0.363 0.117
H -0.769 1.785 0.448
H 0.018 0.915 1.804
H -2.423 -0.091 0.210
H -1.909 -0.561 1.866

No. 2
44
Properties=species:S:1:pos:R:3 method="wB97M-V/def2-TZVPD" total_charge=0 orbital_gap_ev=8.87 e_homo_ha=-0.3148 energy_ev=-28052.7223 relative_energy_ev=7.770
C -2.309 -2.269 1.690
C -1.809 -1.173 0.594
N -2.607 -1.206 -0.599
C -1.674 0.181 1.275
N -0.320 0.710 1.744
C 0.200 1.712 1.008
O -0.575 2.245 0.260
H -3.349 -2.561 1.426
H -1.624 -3.102 1.742
H -2.425 -1.754 2.688
H -0.826 -1.341 0.347
H -3.666 -1.442 -0.560
H -2.146 -1.772 -1.261
H -2.089 0.871 0.547
H -2.423 0.374 2.185
H 0.383 -0.056 2.271
H 1.318 1.957 1.386
O 2.540 1.798 2.809
H 3.187 1.963 2.160
H 2.398 2.705 3.149
O -0.900 -4.057 -1.121
H -0.578 -4.758 -0.466
H -0.527 -4.229 -1.925
O 1.621 -0.213 0.121
H 1.564 0.093 -0.753
H 2.132 -0.923 0.290
O -0.320 0.810 -1.798
H -0.455 0.356 -0.975
H -0.501 1.716 -1.604
O 2.169 -0.956 3.462
H 1.905 -1.733 4.008
H 1.913 -0.305 4.079
O -3.574 1.647 -2.033
H -2.734 1.761 -2.170
H -4.194 1.585 -1.469
O -0.096 -1.630 -3.855
H -0.658 -0.962 -3.248
H -0.455 -1.708 -4.665
O 2.461 1.474 -2.822
H 2.111 1.603 -3.660
H 1.782 0.810 -2.583
O 3.758 1.455 0.481
H 3.673 2.200 -0.037
H 3.634 0.837 -0.363

No. 3
114
Properties=species:S:1:pos:R:3 method="wB97M-V/def2-TZVPD" total_charge=+1 orbital_gap_ev=7.05 e_homo_ha=-0.3548 energy_ev=-117478.3671 relative_energy_ev=0.643
C -2.697 -1.788 -1.148
C -3.973 -0.993 -0.785
C -3.922 0.485 -1.219
C -3.157 1.321 -0.156
N -2.770 2.649 -0.666
C -1.362 2.958 -0.598
C -1.081 4.322 0.195
C -2.330 5.168 0.433
C -2.011 6.375 1.358
C -1.913 5.966 2.834
S -2.154 7.297 4.043
C -0.684 8.307 4.018
S 0.085 8.595 2.594
N -0.196 8.908 5.186
C -0.945 8.577 6.392
C -1.622 9.595 7.008
C -2.333 9.414 8.171
C -2.380 8.163 8.746
C -1.699 7.140 8.124
C -0.992 7.323 6.971
C 1.229 8.705 5.403
C 1.924 9.749 5.939
C 3.272 9.672 6.216
C 3.935 8.503 5.927
C 3.236 7.435 5.409
C 1.900 7.525 5.140
N -0.013 5.065 -0.454
C 1.114 4.172 -0.645
C 0.768 3.143 -1.783
N -0.732 3.053 -1.981
C -0.998 1.818 -2.808
O 0.057 1.508 -3.650
C 0.217 0.065 -3.723
C 1.377 -0.331 -4.627
C 0.948 -0.529 -6.101
H -2.527 -2.532 -0.362
H -1.801 -1.161 -1.203
H -2.870 -2.353 -2.069
H -4.885 -1.438 -1.190
H -4.077 -1.011 0.308
H -4.955 0.856 -1.202
H -3.502 0.645 -2.219
H -3.835 1.430 0.698
H -2.306 0.720 0.191
H -3.169 2.833 -1.577
H -0.778 2.190 -0.080
H -0.706 4.015 1.182
H -2.665 5.563 -0.540
H -3.160 4.612 0.872
H -2.764 7.156 1.212
H -1.076 6.793 0.985
H -2.736 5.263 3.027
H -0.991 5.406 3.031
H -1.572 10.590 6.570
H -2.835 10.265 8.621
H -2.910 7.996 9.677
H -1.730 6.170 8.617
H -0.446 6.492 6.534
H 1.428 10.689 6.174
H 3.799 10.515 6.650
H 5.000 8.407 6.117
H 3.785 6.518 5.214
H 1.342 6.682 4.737
H -0.318 5.491 -1.324
H 2.018 4.721 -0.921
H 1.325 3.641 0.287
H 1.159 2.169 -1.487
H 1.257 3.513 -2.682
H -1.045 3.874 -2.498
H -1.279 0.978 -2.163
H -1.872 2.043 -3.441
H 0.453 -0.276 -2.702
H -0.733 -0.361 -4.071
H 1.775 -1.280 -4.245
H 2.139 0.453 -4.586
H -0.067 -0.926 -6.195
H 0.940 0.456 -6.583
H 1.675 -1.161 -6.613
C 3.794 -6.980 -3.807
C 2.301 -7.321 -3.625
C 1.325 -6.792 -4.679
F 1.297 -5.446 -4.715
F 0.071 -7.205 -4.375
F 1.911 -6.948 -2.393
F 2.209 -8.689 -3.673
O 4.322 -5.904 -3.034
C 4.248 -4.602 -3.488
C 3.419 -3.726 -2.547
F 2.153 -4.173 -2.445
F 3.357 -2.457 -3.028
F 3.804 -4.549 -4.757
F 5.509 -4.119 -3.503
H 4.334 -7.851 -3.436
H 4.073 -6.899 -4.857
H 1.577 -7.170 -5.674
H 3.855 -3.706 -1.547
C -0.835 -13.232 -1.948
C 0.490 -13.912 -1.545
C 0.887 -13.861 -0.067
F 1.079 -12.601 0.364
F 2.057 -14.521 0.106
F 1.488 -13.428 -2.317
F 0.358 -15.230 -1.864
O -0.766 -11.930 -2.525
C -0.752 -10.800 -1.726
C 0.538 -9.997 -1.902
F 1.618 -10.727 -1.559
F 0.513 -8.909 -1.098
F -0.992 -11.113 -0.439
F -1.785 -10.026 -2.131
H -1.236 -13.848 -2.753
H -1.580 -13.283 -1.154
H 0.129 -14.340 0.558
H 0.649 -9.681 -2.931

No. 4
120
Properties=species:S:1:pos:R:3 method="wB97M-V/def2-TZVPD" total_charge=+1 orbital_gap_ev="8.22 / 3.44" e_homo_ha="-0.3999 / -0.3999" energy_ev=-95538.1737 s_squared=0.755 spin_multiplicity=2
C 3.364 -0.076 -4.254
C 3.172 -1.092 -5.454
O 3.518 -0.801 -6.563
N 2.481 -2.237 -5.258
C 1.997 -3.109 -6.232
H 3.593 -0.496 -3.275
H 2.436 0.488 -4.169
H 4.015 0.734 -4.583
H 2.396 -2.493 -4.285
H 1.022 -2.791 -6.602
H 1.771 -4.067 -5.764
H 2.551 -3.223 -7.163
C 0.688 3.868 -4.564
C 0.255 5.078 -5.295
O 0.681 6.232 -4.899
N -0.466 4.900 -6.354
C -0.917 5.976 -7.268
H 0.037 3.104 -4.989
H 0.262 4.051 -3.578
H 1.762 3.688 -4.613
H -0.528 3.983 -6.772
H -1.383 5.620 -8.187
H -0.029 6.538 -7.557
H -1.583 6.627 -6.702
C -4.636 -5.435 1.052
C -3.565 -4.376 0.627
O -3.745 -3.433 -0.130
N -2.344 -4.606 1.028
C -1.138 -4.116 0.519
H -4.139 -6.090 1.768
H -4.958 -5.984 0.167
H -5.445 -4.997 1.636
H -2.322 -5.376 1.681
H -0.254 -4.732 0.685
H -0.991 -3.179 1.057
H -1.034 -3.751 -0.502
C -2.699 -2.262 4.700
C -1.386 -2.872 4.282
O -0.621 -2.191 3.552
N -1.087 -4.057 4.658
C 0.023 -4.818 4.163
H -3.443 -2.296 3.904
H -2.508 -1.239 5.024
H -3.007 -2.825 5.581
H -1.777 -4.556 5.201
H -0.096 -4.933 3.086
H -0.020 -5.782 4.670
H 0.961 -4.343 4.453
C -1.659 0.162 -5.095
C -1.998 1.396 -5.860
O -1.138 1.864 -6.619
N -3.138 2.065 -5.701
C -3.413 3.346 -6.405
H -1.722 0.383 -4.030
H -0.666 -0.192 -5.370
H -2.477 -0.541 -5.251
H -3.945 1.775 -5.167
H -2.815 3.331 -7.316
H -3.153 4.171 -5.741
H -4.454 3.477 -6.699
C 3.275 -4.580 0.575
C 4.076 -3.991 1.758
O 3.882 -2.836 2.154
N 4.860 -4.883 2.337
C 5.600 -4.595 3.613
H 3.910 -4.506 -0.308
H 2.358 -4.062 0.293
H 3.104 -5.643 0.745
H 4.971 -5.865 2.128
H 5.598 -5.330 4.418
H 5.431 -3.629 4.089
H 6.644 -4.549 3.304
C 3.092 -1.260 5.942
C 2.889 -0.797 4.542
O 2.233 0.417 4.662
S 1.390 0.538 6.154
O -0.022 0.657 5.990
O 2.091 1.509 7.076
O 1.826 -1.040 6.454
H 3.873 -0.724 6.482
H 3.193 -2.322 6.161
H 2.130 -1.392 4.035
H 3.866 -0.702 4.068
C 0.619 -0.802 0.753
C -0.864 -0.273 0.641
O -1.125 -0.159 -0.741
S 0.234 0.293 -1.622
O 0.188 1.714 -2.003
O 0.437 -0.632 -2.735
O 1.293 -0.076 -0.322
H 0.605 -1.884 0.627
H 1.196 -0.545 1.642
H -1.043 0.744 0.988
H -1.592 -0.964 1.064
C 2.301 4.310 2.897
C 0.895 3.736 2.597
C 0.270 4.754 1.666
O 1.393 5.469 1.155
C 2.421 5.663 2.200
H 2.878 3.484 2.482
H 2.515 4.449 3.957
H 0.302 3.905 3.496
H 0.703 2.716 2.264
H -0.346 5.526 2.127
H -0.346 4.319 0.879
H 2.339 6.551 2.825
H 3.369 5.505 1.685
C -2.846 2.955 1.583
C -4.017 2.124 1.231
C -5.126 2.793 2.108
O -4.393 3.401 3.161
C -3.114 3.784 2.868
H -2.616 3.588 0.726
H -1.999 2.308 1.809
H -3.888 1.079 1.515
H -4.249 2.160 0.166
H -5.808 2.005 2.427
H -5.605 3.655 1.645
H -2.471 3.604 3.730
H -3.066 4.841 2.605

No. 5
65
Properties=species:S:1:pos:R:3 method="wB97M-V/def2-TZVPD" total_charge=+1 orbital_gap_ev=9.89 e_homo_ha=-0.4305 energy_ev=-36517.9201 relative_energy_ev=0.000
C -7.334 0.039 2.245
C -6.755 -0.482 0.936
C -5.252 -0.225 0.848
C -4.674 -0.763 -0.459
O -3.272 -0.543 -0.572
C -2.795 0.691 -0.877
C -3.577 1.792 -1.221
C -2.993 3.004 -1.540
C -1.617 3.153 -1.522
C -0.825 2.072 -1.183
C -1.401 0.854 -0.864
N -0.518 -0.255 -0.516
C -0.568 -1.364 -1.500
C 0.243 -2.551 -0.952
N 1.191 -2.024 0.010
C 2.368 -2.840 0.245
C 3.324 -2.816 -0.951
C 3.513 -1.408 -1.523
N 3.913 -0.460 -0.506
C 5.188 -0.396 0.018
O 6.099 -1.116 -0.275
C 5.149 0.736 1.032
C 6.045 1.963 0.760
C 5.058 3.102 0.451
C 3.753 2.653 1.120
N 3.781 1.214 0.942
C 3.116 0.570 -0.043
O 1.988 0.825 -0.442
C 0.499 -1.635 1.224
C -0.728 -0.792 0.846
H -8.402 -0.151 2.287
H -7.173 1.110 2.337
H -6.865 -0.454 3.094
H -7.256 0.006 0.098
H -6.943 -1.554 0.855
H -5.060 0.848 0.924
H -4.747 -0.711 1.685
H -4.775 -1.851 -0.491
H -5.199 -0.348 -1.325
H -4.650 1.709 -1.246
H -3.624 3.838 -1.804
H -1.166 4.100 -1.769
H 0.250 2.163 -1.161
H 0.472 0.107 -0.523
H -0.149 -0.992 -2.436
H -1.609 -1.643 -1.662
H -0.426 -3.299 -0.495
H 0.776 -3.038 -1.766
H 2.878 -2.417 1.113
H 2.109 -3.882 0.487
H 4.290 -3.202 -0.626
H 2.965 -3.460 -1.754
H 4.290 -1.434 -2.290
H 2.583 -1.034 -1.953
H 5.347 0.318 2.025
H 6.638 2.194 1.643
H 6.727 1.775 -0.066
H 4.905 3.192 -0.625
H 5.406 4.058 0.831
H 3.756 2.877 2.189
H 2.858 3.070 0.661
H 0.178 -2.505 1.822
H 1.192 -1.046 1.831
H -0.854 0.043 1.537
H -1.644 -1.384 0.843

No. 6
22
Properties=species:S:1:pos:R:3 method="wB97M-V/def2-TZVPD" total_charge=+2 orbital_gap_ev=5.50 e_homo_ha=-0.5227 energy_ev=-22349.2878
O 0.751 -2.829 1.790
C 0.467 -1.980 0.941
C 0.610 -2.437 -0.423
C -0.137 -1.972 -1.409
C -1.175 -0.973 -0.966
O -2.264 -1.016 -1.441
C -0.772 -0.089 0.165
C -1.313 1.286 0.189
C -0.370 2.347 -0.399
C 1.052 2.344 0.094
I 1.208 2.777 2.168
C 0.036 -0.622 1.098
H 1.375 -3.180 -0.544
H -0.077 -2.264 -2.441
H -1.623 1.546 1.192
H -2.204 1.294 -0.424
H -0.342 2.228 -1.477
H -0.813 3.303 -0.164
H 1.559 1.409 -0.091
H 1.615 3.115 -0.405
H 0.374 -0.063 1.954
Ba 2.485 -4.406 0.187

No. 7
77
Properties=species:S:1:pos:R:3 method="wB97M-V/def2-TZVPD" total_charge=+2 orbital_gap_ev="6.57 / 4.73" e_homo_ha="-0.4722 / -0.4716" energy_ev=-58756.5574 s_squared=0.794 spin_multiplicity=2
Ir 0.352 -0.195 -0.123
N 2.527 0.986 3.441
C 2.055 0.695 2.217
S 0.501 -0.139 2.140
N 2.731 1.050 1.174
N 2.119 0.717 -0.030
C 2.854 0.932 -1.074
C 2.499 0.739 -2.449
C 3.418 1.258 -3.392
C 3.201 1.174 -4.741
C 2.041 0.533 -5.195
C 1.140 -0.004 -4.307
C 1.340 0.075 -2.917
O 0.427 -0.494 -2.139
H 2.048 0.679 4.267
H 3.439 1.403 3.531
H 3.842 1.333 -0.860
H 4.315 1.737 -3.019
H 3.915 1.581 -5.443
H 1.857 0.447 -6.259
H 0.255 -0.521 -4.657
C -1.738 -4.505 -2.385
N -1.645 -3.105 -1.974
C -2.537 -2.201 -2.687
C -0.893 -2.704 -0.948
N -1.222 -1.561 -0.260
C -2.494 -1.394 0.203
C -3.276 -2.537 0.502
C -4.539 -2.443 1.039
C -5.084 -1.197 1.298
C -4.360 -0.029 1.011
C -4.985 1.207 1.238
C -4.334 2.390 0.926
C -3.064 2.348 0.399
C -2.387 1.130 0.137
N -1.113 1.211 -0.356
C -0.771 2.343 -1.081
N 0.134 3.206 -0.630
C 1.028 3.951 -1.516
C 0.256 3.523 0.793
N -1.366 2.530 -2.260
C -1.602 3.858 -2.826
C -1.973 1.425 -2.994
C -3.038 -0.099 0.459
N 0.207 -3.385 -0.621
C 0.712 -3.446 0.746
C 1.072 -4.003 -1.625
H -2.795 -4.758 -2.475
H -1.287 -5.151 -1.639
H -1.259 -4.673 -3.350
H -3.573 -2.342 -2.371
H -2.463 -2.416 -3.753
H -2.228 -1.176 -2.511
H -2.841 -3.516 0.350
H -5.094 -3.341 1.276
H -6.076 -1.109 1.722
H -5.981 1.223 1.659
H -4.809 3.343 1.115
H -2.548 3.281 0.213
H 0.746 5.002 -1.591
H 1.041 3.497 -2.503
H 2.031 3.895 -1.095
H -0.116 4.535 0.964
H 1.300 3.473 1.093
H -0.319 2.819 1.387
H -1.446 4.624 -2.072
H -2.641 3.897 -3.153
H -0.960 4.053 -3.685
H -1.479 0.501 -2.710
H -1.816 1.596 -4.058
H -3.047 1.368 -2.799
H -0.030 -3.068 1.443
H 1.630 -2.865 0.852
H 0.931 -4.487 0.983
H 0.775 -3.686 -2.620
H 1.054 -5.091 -1.559
H 2.091 -3.661 -1.444

No. 8
19
Properties=species:S:1:pos:R:3 method="wB97M-V/def2-TZVPD" total_charge=+2 orbital_gap_ev=11.08 e_homo_ha=-0.7232 energy_ev=-8338.6208 relative_energy_ev=3.598
C -2.273 -0.457 -1.411
C 1.550 0.848 -0.137
C 0.632 1.718 0.087
C 2.835 -1.068 0.409
C -2.369 0.124 0.905
N 2.365 -0.092 -0.446
N -1.775 -0.429 -0.242
H -3.324 0.044 -1.509
H -1.723 -0.978 -2.259
H 0.966 2.584 0.647
H -0.950 -0.936 0.011
H -0.312 2.016 -0.308
H 2.862 -2.175 -0.019
H 2.053 -1.144 1.211
H 3.968 -1.047 0.676
H -2.942 -0.673 1.364
H -3.049 1.034 0.525
H -1.548 0.436 1.568
H 3.033 0.193 -1.072

No. 9
12
Properties=species:S:1:pos:R:3 method="wB97M-V/def2-TZVPD" total_charge=0 orbital_gap_ev=8.38 e_homo_ha=-0.3524 energy_ev=-8693.0591 relative_energy_ev=6.753
C 1.532 -0.573 0.756
N 0.015 -0.456 -0.675
C -0.743 0.543 -0.829
C -1.799 0.618 -1.811
N -2.670 0.706 -2.567
C -0.700 1.025 2.005
N -0.300 -0.088 1.939
H 2.088 -0.115 -0.055
H 1.477 -1.654 0.743
H 1.735 -0.143 1.722
H -0.128 -1.253 -1.296
H -0.649 1.377 -0.122